No. 1
A 4-piece molecular cluster, C29H45BCl2F7INO7 overall, computed with ωB97M-V with the def2-TZVPD basis set.

Positions of all 93 atoms, in Å:
C1 -3.184 -4.947 -5.761
C2 -2.564 -5.221 -4.383
C3 -3.022 -4.265 -3.277
I1 -4.932 -4.955 -2.496
B1 -1.901 -4.034 -2.087
C4 -1.639 -5.440 -1.247
C5 -2.059 -5.520 0.174
O1 -2.919 -4.965 0.771
F1 -1.349 -6.490 0.852
O2 -2.254 -2.825 -1.324
C6 -1.196 -1.945 -1.085
C7 -0.769 -2.132 0.419
C8 0.472 -2.851 0.900
C9 1.498 -2.037 1.642
N1 0.547 -4.114 0.730
C10 -1.874 -0.521 -1.164
Cl1 -3.361 -0.575 -0.148
C11 -1.096 0.799 -0.857
C12 -1.759 1.820 0.063
Cl2 0.563 0.546 -0.211
C13 -0.202 -2.335 -2.346
C14 1.313 -2.595 -2.118
C15 2.423 -1.602 -1.896
O3 3.392 -1.790 -1.246
F2 2.348 -0.478 -2.613
C16 -0.485 -1.482 -3.641
F3 -0.201 -0.148 -3.492
F4 -1.807 -1.559 -3.947
C17 0.214 -1.877 -4.992
F5 -0.327 -1.141 -5.971
F6 1.525 -1.626 -4.997
F7 0.053 -3.158 -5.307
O4 -0.638 -3.609 -2.752
H1 -2.523 -5.284 -6.568
H2 -3.368 -3.877 -5.904
H3 -4.135 -5.477 -5.878
H4 -1.471 -5.173 -4.442
H5 -2.812 -6.248 -4.095
H6 -3.314 -3.314 -3.720
H7 -0.575 -5.695 -1.262
H8 -2.155 -6.274 -1.748
H9 -0.788 -1.168 0.928
H10 -1.616 -2.701 0.816
H11 2.087 -2.671 2.314
H12 1.036 -1.254 2.245
H13 2.183 -1.566 0.941
H14 1.390 -4.488 1.169
H15 -2.283 -0.435 -2.166
H16 -0.944 1.287 -1.818
H17 -1.906 1.443 1.073
H18 -1.087 2.682 0.130
H19 -2.704 2.167 -0.359
H20 1.389 -3.313 -1.303
H21 1.643 -3.147 -3.007
C18 4.799 1.862 3.048
C19 5.235 0.928 1.918
C20 4.629 -0.397 2.363
O5 3.440 -0.064 3.082
C21 3.402 1.333 3.352
H22 4.798 2.915 2.769
H23 5.450 1.738 3.916
H24 4.789 1.246 0.973
H25 6.314 0.872 1.785
H26 5.308 -0.943 3.028
H27 4.365 -1.046 1.527
H28 2.651 1.799 2.702
H29 3.098 1.483 4.389
C22 -3.932 4.575 4.266
C23 -3.176 5.522 3.333
C24 -1.996 4.655 2.907
O6 -2.475 3.312 2.910
C25 -3.742 3.238 3.559
H30 -4.981 4.833 4.399
H31 -3.456 4.555 5.249
H32 -3.793 5.773 2.468
H33 -2.863 6.450 3.810
H34 -1.166 4.739 3.618
H35 -1.614 4.895 1.915
H36 -4.521 3.073 2.806
H37 -3.738 2.386 4.239
C26 3.192 4.919 0.673
C27 2.904 5.199 2.147
C28 1.620 6.014 2.058
O7 0.925 5.536 0.909
C29 1.787 4.704 0.124
H38 3.840 4.059 0.505
H39 3.655 5.793 0.209
H40 2.719 4.265 2.680
H41 3.705 5.733 2.658
H42 1.837 7.081 1.931
H43 0.977 5.894 2.931
H44 1.474 3.661 0.228
H45 1.685 4.993 -0.923

**Charge**: -1
**E**: -99473.943 eV
**Multiplicity**: 1
**Highest occupied orbital energy**: -5.3 eV
**LUMO**: 2.1547 eV


No. 2
C29H45ClCoF9OP as an isolated structure, computed with ωB97M-V with the def2-TZVPD basis set.

Positions of all 87 atoms, in Å:
Co1 0.931 1.406 0.219
P1 -0.436 -0.718 0.349
Cl1 -0.040 1.528 2.221
C1 1.927 -0.210 0.439
H1 2.655 -0.714 -0.225
H2 2.331 -0.309 1.475
C2 -2.200 -0.054 0.665
C3 0.020 -1.788 1.802
C4 -3.391 -0.998 0.486
H3 -2.140 0.217 1.729
C5 -4.682 -0.339 0.996
H4 -3.518 -1.244 -0.576
H5 -3.248 -1.947 1.024
C6 -4.953 1.024 0.341
H6 -5.532 -1.012 0.814
H7 -4.604 -0.203 2.083
C7 -3.729 1.949 0.368
H8 -5.256 0.870 -0.703
H9 -5.794 1.515 0.848
C8 -2.456 1.244 -0.119
H10 -3.913 2.839 -0.251
H11 -3.558 2.299 1.395
H12 -2.541 1.020 -1.191
H13 -1.609 1.935 0.011
C9 -0.637 -1.985 -1.050
C10 1.094 -2.824 1.458
H14 0.470 -1.039 2.467
C11 1.681 -3.411 2.742
H15 0.659 -3.643 0.873
H16 1.887 -2.377 0.847
C12 0.592 -4.046 3.615
H17 2.447 -4.157 2.492
H18 2.172 -2.605 3.302
C13 -0.610 -3.120 3.855
H19 0.246 -4.975 3.141
H20 1.022 -4.338 4.580
C14 -1.130 -2.435 2.583
H21 -1.426 -3.690 4.317
H22 -0.321 -2.339 4.574
H23 -1.638 -3.181 1.957
H24 -1.884 -1.688 2.864
C15 -1.267 -1.366 -2.303
H25 0.419 -2.237 -1.252
C16 -1.165 -2.314 -3.501
H26 -2.322 -1.123 -2.113
H27 -0.776 -0.424 -2.571
C17 -1.764 -3.697 -3.210
H28 -1.676 -1.856 -4.359
H29 -0.105 -2.427 -3.770
C18 -1.287 -4.284 -1.873
H30 -2.859 -3.619 -3.199
H31 -1.503 -4.384 -4.024
C19 -1.384 -3.285 -0.716
H32 -1.876 -5.180 -1.625
H33 -0.238 -4.598 -1.976
H34 -2.442 -3.062 -0.522
H35 -1.003 -3.762 0.192
C20 0.660 1.493 -1.813
C21 1.691 0.458 -1.755
H36 -0.405 1.215 -1.854
C22 3.089 0.724 -2.243
H37 1.360 -0.591 -1.834
C23 3.402 2.214 -2.447
H38 3.845 0.320 -1.557
H39 3.236 0.182 -3.198
C24 2.291 2.916 -3.215
H40 3.538 2.675 -1.464
H41 4.363 2.312 -2.967
C25 0.915 2.802 -2.507
H42 2.560 3.971 -3.347
H43 2.218 2.461 -4.214
H44 0.805 3.644 -1.806
H45 0.139 2.983 -3.271
F1 3.076 5.209 -1.036
C26 2.423 5.345 0.152
F2 2.915 6.455 0.767
F3 1.121 5.564 -0.162
C27 2.542 4.022 1.019
O1 1.887 3.043 0.373
C28 4.065 3.637 1.263
F4 4.707 4.526 2.071
F5 4.139 2.404 1.826
F6 4.756 3.557 0.093
C29 1.907 4.345 2.457
F7 2.438 5.439 3.058
F8 0.578 4.543 2.331
F9 2.102 3.295 3.286

**Charge**: -1
**E**: -116747.004 eV
**Multiplicity**: 5
**Highest occupied orbital energy (alpha / beta)**: -3.0 / -5.0 eV
**LUMO (alpha / beta)**: 2.6315 / 2.6183 eV